ORCA calculation (ωB97M-V/def2-TZVPD) on a structure of composition C21H25BrCoN6OSe at a distorted geometry.

* total energy: -206185.378 eV
* F_max: 0.02057 hartree/bohr
* ⟨S²⟩: 0.77
* charge: 0
* molecular weight: 595.269 g mol⁻¹
* energy above the lowest of the compared OMol25 structures with the same formula, charge and spin: 0.0 kJ/mol
* spin multiplicity: 2

Each line ends with the Löwdin charge.
CARTESIAN COORDINATES (ANGSTROEM)
Co1 -0.209 -0.599 0.236  -0.071
Br1 0.263 7.021 3.480  0.724
C1 0.366 5.463 4.553  -0.700
C2 -0.397 5.370 5.703  -0.123
C3 -0.321 4.217 6.469  -0.032
C4 0.467 3.143 6.068  -0.292
C5 1.268 3.276 4.932  -0.026
C6 1.219 4.435 4.179  -0.122
N1 0.458 2.021 6.951  0.054
N2 0.766 0.863 6.608  0.067
C7 0.708 0.376 5.284  -0.257
C8 1.633 -0.619 5.004  -0.019
C9 1.815 -1.159 3.737  0.003
C10 1.026 -0.733 2.669  -0.348
O1 1.147 -1.178 1.469  -0.174
C11 -0.003 0.245 2.961  -0.130
N3 -0.787 0.594 1.906  0.050
C12 -1.829 1.363 2.118  -0.117
C13 -2.178 1.832 3.393  -0.027
C14 -1.368 1.536 4.452  0.006
C15 -0.205 0.756 4.260  -0.105
H1 -1.035 6.190 6.004  0.101
H2 -0.888 4.125 7.386  0.116
H3 1.949 2.485 4.647  0.120
H4 1.841 4.540 3.301  0.100
H5 2.261 -0.941 5.826  0.115
H6 2.560 -1.921 3.557  0.115
H7 -2.445 1.623 1.263  0.102
H8 -3.077 2.418 3.522  0.110
H9 -1.633 1.878 5.442  0.116
N4 1.117 -1.459 -2.792  0.033
C16 0.922 -0.180 -3.455  -0.391
C17 -0.556 0.229 -3.475  -0.098
C18 -1.127 0.976 -2.265  -0.323
N5 -1.486 0.143 -1.094  -0.027
C19 -0.184 2.096 -1.829  -0.105
C20 1.228 1.582 -1.552  -0.327
N6 1.217 0.763 -0.323  0.044
C21 1.787 0.898 -2.801  -0.107
H10 0.594 -2.202 -3.238  0.084
H11 0.208 -1.589 -0.704  0.015
H12 2.093 -1.727 -2.779  0.082
H13 1.235 -0.240 -4.508  0.131
H14 -1.173 -0.646 -3.701  0.122
H15 -0.685 0.920 -4.314  0.123
H16 -2.056 1.435 -2.619  0.140
H17 -2.057 -0.663 -1.348  0.027
H18 -2.094 0.707 -0.505  0.073
H19 -0.585 2.605 -0.947  0.120
H20 -0.130 2.839 -2.628  0.127
H21 1.878 2.447 -1.377  0.140
H22 1.176 1.396 0.473  0.105
H23 2.075 0.230 -0.210  0.109
H24 2.783 0.492 -2.601  0.120
H25 1.925 1.704 -3.527  0.123
Se1 -1.655 -2.309 0.678  0.298


ORCA calculation (ωB97M-V/def2-TZVPD) on an isolated molecule of C2H2S4 at a distorted geometry.

* total energy: -45444.928 eV
* SMILES string: S=C(S)C(=S)S
* F_max: 0.08656 hartree/bohr
* charge: 0
* molecular weight: 154.306 g mol⁻¹
* energy above the lowest of the compared OMol25 structures with the same formula, charge and spin: 135.5 kJ/mol

Each line ends with the Löwdin charge.
CARTESIAN COORDINATES (ANGSTROEM)
S1 0.581 1.846 1.218  0.555
C1 0.668 0.377 0.270  -1.208
S2 2.121 -0.565 0.167  0.686
C2 -0.656 -0.377 -0.200  -1.158
S3 -0.518 -2.158 -0.441  0.507
S4 -2.078 0.535 -0.472  0.780
H1 2.971 0.595 0.259  -0.050
H2 -3.089 -0.253 -0.801  -0.112


ORCA calculation (ωB97M-V/def2-TZVPD) on an isolated molecule of BrH3P2 at a distorted geometry.

* total energy: -88666.561 eV
* SMILES string: [PH3]=PBr
* F_max: 0.04828 hartree/bohr
* charge: 0
* molecular weight: 144.876 g mol⁻¹
* energy above the lowest of the compared OMol25 structures with the same formula, charge and spin: 172.9 kJ/mol

Each line ends with the Löwdin charge.
CARTESIAN COORDINATES (ANGSTROEM)
P1 0.588 -0.013 -0.095  0.315
P2 -1.466 -0.661 0.266  -0.036
Br1 -3.132 0.836 -0.189  -0.068
H1 1.397 0.719 0.970  -0.063
H2 0.992 -1.352 0.185  -0.102
H3 1.621 0.471 -1.137  -0.046


ORCA calculation (ωB97M-V/def2-TZVPD) on a cluster of 3 separate species, C23H45N4O3 in total at a distorted geometry.

* total energy: -36667.173 eV
* F_max: 0.12609 hartree/bohr
* charge: +1
* molecular weight: 425.638 g mol⁻¹

Each line ends with the Löwdin charge.
CARTESIAN COORDINATES (ANGSTROEM)
C1 -2.035 2.552 -0.585  -0.124
C2 -2.604 1.708 -1.900  -0.218
C3 -2.843 0.103 -1.496  -0.173
C4 -4.443 -0.071 -1.234  -0.295
C5 -5.063 0.984 -0.092  -0.069
C6 -4.974 -1.576 -0.912  -0.004
C7 -6.367 -2.164 -1.457  0.080
N1 -6.869 -3.499 -1.136  -0.047
N2 -6.340 -4.506 -0.414  0.076
C8 -5.058 -4.069 0.134  0.012
C9 -4.262 -2.694 0.021  -0.016
C10 -2.837 -2.414 0.774  -0.150
C11 -3.000 -1.252 1.936  -0.194
C12 -1.916 -1.562 3.165  -0.204
C13 -0.391 -1.744 2.591  -0.208
C14 0.199 -0.391 1.835  -0.207
C15 1.849 -0.279 1.929  -0.160
C16 2.626 -1.243 0.818  -0.211
O1 1.718 -2.103 0.042  -0.287
C17 2.431 -3.211 -0.615  -0.136
H1 -1.088 3.225 -0.856  0.067
H2 -2.890 3.237 -0.131  0.084
H3 -1.683 1.857 0.296  0.059
H4 -1.729 1.736 -2.712  0.118
H5 -3.572 2.209 -2.350  0.109
H6 -2.486 -0.550 -2.402  0.128
H7 -2.147 -0.085 -0.575  0.072
H8 -4.980 0.263 -2.248  0.151
H9 -5.213 2.037 -0.633  0.100
H10 -6.146 0.559 0.180  0.098
H11 -4.377 1.056 0.852  0.077
H12 -7.020 -1.453 -2.148  0.158
H13 -7.826 -3.743 -1.540  0.189
H14 -4.509 -4.905 0.791  0.146
H15 -1.931 -2.188 0.033  0.138
H16 -2.559 -3.415 1.363  0.129
H17 -2.721 -0.181 1.541  0.078
H18 -4.109 -1.174 2.343  0.128
H19 -2.276 -2.551 3.692  0.114
H20 -1.969 -0.696 3.978  0.128
H21 0.296 -1.972 3.528  0.124
H22 -0.253 -2.652 1.847  0.110
H23 -0.221 0.565 2.401  0.116
H24 -0.150 -0.338 0.697  0.102
H25 2.270 -0.572 3.002  0.117
H26 2.216 0.841 1.753  0.118
H27 3.309 -0.595 0.084  0.136
H28 3.397 -1.936 1.406  0.122
H29 2.871 -3.979 0.178  0.102
H30 1.732 -3.838 -1.353  0.102
H31 3.374 -2.861 -1.253  0.092
C18 7.056 -2.388 1.487  -0.009
C19 6.334 -2.706 0.206  -0.530
O2 5.252 -3.288 0.191  -0.009
N3 6.920 -2.323 -0.966  0.004
C20 8.177 -1.636 -1.144  -0.078
H32 6.475 -2.750 2.339  0.086
H33 8.031 -2.884 1.497  0.089
H34 7.180 -1.306 1.586  0.088
H35 6.380 -2.568 -1.786  0.142
H36 7.980 -0.699 -1.670  0.085
H37 8.825 -2.266 -1.758  0.086
H38 8.674 -1.422 -0.196  0.078
C21 1.936 7.552 -0.628  -0.013
C22 2.077 6.056 -0.544  -0.548
O3 2.911 5.516 0.178  0.024
N4 1.237 5.295 -1.306  -0.006
C23 0.203 5.748 -2.207  -0.085
H39 2.666 8.029 0.030  0.088
H40 2.122 7.886 -1.652  0.087
H41 0.934 7.849 -0.307  0.086
H42 1.387 4.300 -1.201  0.133
H43 -0.748 5.331 -1.869  0.064
H44 0.432 5.367 -3.205  0.085
H45 0.129 6.836 -2.243  0.079